Entry 1:
ORCA calculation (the ωB97M-V functional and the def2-TZVPD basis) on an isolated ion of composition C5H10NO2 and charge +2 in a non-equilibrium geometry.

Last column: Mulliken charge in e.
Atoms and positions in Å:
O 0.3956 -1.3755 2.6319  -0.403
C 0.4576 -1.5188 1.4417  0.059
O 0.4373 -2.7505 0.8391  -0.464
C 0.5941 -0.3185 0.4987  0.180
C -0.7464 0.2485 -0.0370  -0.709
C -0.7194 1.7154 -0.4504  0.217
C -1.7151 2.4679 -0.9688  -0.577
N 1.4513 -0.6446 -0.6642  -0.365
H 0.3266 -3.5877 1.3528  0.409
H 1.0523 0.4208 1.1402  0.419
H -1.0013 -0.4054 -0.8946  0.506
H -1.5878 0.0524 0.6705  0.554
H 0.2747 2.1955 -0.2504  0.365
H -1.6667 3.5131 -1.1670  0.341
H -2.7351 2.0377 -1.1125  0.303
H 1.1535 -1.4018 -1.3423  0.400
H 1.6255 0.1959 -1.2840  0.386
H 2.4032 -0.8444 -0.4038  0.381

Properties
Kohn-Sham gap (spin up / spin down) = 9.170 / 5.056 eV
⟨S²⟩ = 0.752
Energy above the lowest of the compared OMol25 structures with the same formula, charge and spin = 110.05 kJ/mol
Molar mass = 116.14 g/mol
Calculated total energy = -400.9706 hartree
Total charge = +2
2S+1 = 2

=====

Entry 2:
ORCA calculation (the ωB97M-V functional and the def2-TZVPD basis) on a 3-piece molecular cluster, C17H19NO7 overall in a non-equilibrium geometry.

Last column: Mulliken charge in e.
Atoms and positions in Å:
O 0.8414 2.5883 0.4660  -0.488
C 0.7907 2.4477 1.6748  0.297
C 0.0200 3.3841 2.5264  -0.398
C -0.0316 3.2262 3.8455  -0.416
C 0.6783 2.1054 4.5148  0.311
O 0.6273 1.9613 5.7174  -0.549
C 1.4465 1.1714 3.6562  -0.372
C 1.4983 1.3304 2.3364  -0.282
H -0.4905 4.1928 2.0181  0.438
H -0.5869 3.8972 4.4886  0.414
H 1.9558 0.3614 4.1594  0.456
H 2.0499 0.6662 1.6923  0.555
O 1.7625 -1.3906 2.2407  -0.505
C 1.2466 -2.4485 1.9351  0.461
C 1.7376 -3.2382 0.7814  -0.345
C 1.1702 -4.3938 0.4457  -0.443
C 0.0233 -4.9409 1.2130  0.333
O -0.4926 -5.9939 0.9091  -0.542
C -0.4671 -4.1475 2.3682  -0.458
C 0.1013 -2.9922 2.7025  -0.292
H 2.5748 -2.8230 0.2344  0.450
H 1.5131 -4.9853 -0.3935  0.420
H -1.3045 -4.5612 2.9154  0.412
H -0.2412 -2.3994 3.5416  0.460
C -1.3216 0.2073 -4.5878  -0.938
C -2.4821 0.3392 -3.5588  -0.496
C -2.1786 -0.2994 -2.2054  -0.921
C -1.1013 0.4331 -1.3625  -0.315
N -0.4808 1.5790 -2.0236  -0.234
O 0.8286 1.1261 -2.4242  -0.251
C 1.5429 2.0929 -2.9912  0.587
O 2.3539 1.8231 -3.7562  -0.480
O 1.3166 3.3710 -2.6362  -0.486
H -1.6666 -0.1590 -5.5500  0.376
H -0.9109 1.2023 -4.7305  0.138
H -0.5727 -0.4507 -4.1584  0.274
H -3.3130 -0.2336 -3.9814  0.364
H -2.8419 1.3610 -3.4814  0.340
H -1.8348 -1.3172 -2.3975  0.322
H -3.1031 -0.3608 -1.6306  0.398
H -0.3205 -0.2816 -1.0931  0.229
H -1.5360 0.7527 -0.4147  0.370
H -0.2992 2.2841 -1.3118  0.441
H 1.4978 3.5126 -1.6942  0.364

Properties
Kohn-Sham gap = 7.446 eV
Energy above the lowest of the compared OMol25 structures with the same formula, charge and spin = 450.36 kJ/mol
Molar mass = 349.34 g/mol
Calculated total energy = -1240.4926 hartree
SMILES string = O=C1C=CC(=O)C=C1.O=C1C=CC(=O)C=C1.CCCCNOC(=O)O

=====

Entry 3:
ORCA calculation (the ωB97M-V functional and the def2-TZVPD basis) on one molecule with the formula CH3ClN2O2 in a non-equilibrium geometry.

Last column: Mulliken charge in e.
Atoms and positions in Å:
O -0.0332 -1.4906 0.6920  -0.526
N -0.0470 -0.3651 0.2279  0.651
C -1.0945 0.5850 0.4170  -0.316
Cl -2.5801 -0.0325 -0.3823  -0.164
N 1.1324 0.2334 -0.4952  -0.324
O 2.0886 -0.7243 -0.5904  -0.315
H -1.3293 0.6973 1.4795  0.276
H -0.8103 1.5295 -0.0422  0.329
H 2.6733 -0.4328 -1.3063  0.387

Properties
Kohn-Sham gap (spin up / spin down) = 9.072 / 9.434 eV
Energy above the lowest of the compared OMol25 structures with the same formula, charge and spin = 253.39 kJ/mol
Molar mass = 110.50 g/mol
Calculated total energy = -759.9149 hartree
SMILES string = [O-]/[N+](CCl)=N\O